{"formula": "C15H12AsF12N2OTa", "method": "ωB97M-V with the def2-TZVPD basis set", "elements": ["Ta", "N", "C", "C", "C", "N", "H", "H", "H", "H", "C", "C", "C", "C", "C", "C", "C", "C", "H", "H", "H", "H", "H", "F", "As", "F", "F", "F", "F", "F", "C", "C", "O", "C", "F", "F", "F", "C", "F", "F", "F", "H", "H", "H"], "coordinates": [[-0.95, 0.72, -0.06], [-1.31, 1.21, 3.03], [-1.36, 0.56, 4.19], [-1.18, -0.80, 3.94], [-1.04, -0.90, 2.58], [-1.12, 0.33, 2.01], [-1.43, 2.20, 2.87], [-1.52, 1.09, 5.12], [-1.16, -1.60, 4.66], [-0.89, -1.78, 1.97], [1.05, 0.06, -0.16], [2.25, -0.20, -0.22], [3.61, -0.55, -0.32], [4.36, -0.81, 0.87], [5.70, -1.00, 0.77], [6.31, -1.04, -0.53], [5.57, -0.75, -1.71], [4.23, -0.56, -1.62], [3.87, -0.82, 1.83], [6.31, -1.15, 1.65], [7.34, -1.36, -0.62], [6.07, -0.74, -2.67], [3.62, -0.41, -2.50], [-0.51, 2.30, -1.25], [-1.00, 3.81, -0.04], [0.37, 4.57, -0.56], [-2.08, 4.25, -1.21], [-0.03, 2.68, 0.96], [-2.19, 2.43, 0.44], [-1.45, 4.70, 1.27], [-4.38, -1.32, -1.28], [-2.90, -1.07, -1.46], [-2.26, -0.48, -0.29], [-2.12, -2.38, -1.74], [-0.82, -2.17, -1.53], [-2.52, -3.32, -0.89], [-2.32, -2.74, -2.99], [-2.61, 0.01, -2.51], [-3.13, -0.14, -3.67], [-1.22, 0.13, -2.60], [-2.95, 1.22, -1.97], [-4.55, -2.06, -0.50], [-4.77, -1.70, -2.23], [-4.89, -0.40, -1.03]], "lowdin_spin": [0.03, 0.00, 0.00, 0.00, 0.00, 0.00, 0.00, 0.00, 0.00, 0.00, 0.19, 0.01, 0.23, 0.03, 0.08, 0.28, 0.07, 0.04, 0.00, 0.00, 0.01, 0.00, 0.00, 0.00, 0.00, 0.00, 0.00, 0.00, 0.00, 0.00, 0.00, 0.00, 0.01, 0.00, 0.00, 0.00, 0.00, 0.00, 0.00, 0.00, 0.00, 0.00, 0.00, 0.00], "spin_multiplicity": 2, "homo_ha": [-0.716, -0.724], "max_force_ev_per_a": 2.251, "energy_ha": -4253.73929, "charge": 3}